[1]
Below is a 2-piece molecular cluster, C33H31F4N2O2 overall, with properties calculated with wB97M-V/def2-TZVPD.

Results
Kohn-Sham gap: 3.76 eV
net charge: +1
total energy: -52659.8289 eV

CARTESIAN COORDINATES (ANGSTROEM)
F  -5.420  0.005  -4.777
C  -4.710  0.986  -4.116
C  -3.771  1.716  -4.840
C  -3.078  2.696  -4.124
F  -2.161  3.465  -4.805
C  -3.275  2.930  -2.778
C  -4.232  2.164  -2.036
C  -4.359  2.444  -0.653
C  -5.244  1.901  0.309
C  -5.244  2.493  1.615
C  -6.082  2.017  2.603
F  -6.032  2.598  3.851
C  -6.980  0.965  2.404
C  -6.980  0.400  1.132
F  -7.857  -0.635  0.882
C  -6.145  0.813  0.106
C  -4.976  1.193  -2.772
H  -3.599  1.541  -5.895
H  -2.715  3.698  -2.250
H  -3.701  3.235  -0.280
H  -4.563  3.320  1.802
H  -7.633  0.607  3.190
H  -6.182  0.292  -0.838
H  -5.752  0.613  -2.298
H  1.929  -2.904  -0.418
C  2.658  -2.169  -0.025
C  2.025  -1.510  1.218
O  1.830  -2.570  2.139
C  0.726  -0.759  0.967
C  -0.198  -1.243  0.070
C  -1.390  -0.507  -0.135
N  -1.674  0.616  0.521
C  -0.817  1.084  1.455
C  0.434  0.403  1.739
C  1.279  0.933  2.739
C  0.934  2.122  3.421
O  1.726  2.693  4.363
C  3.002  2.065  4.640
C  -0.298  2.783  3.134
C  -1.145  2.265  2.183
C  3.986  -2.883  0.281
C  5.078  -2.393  -0.694
C  5.235  -0.865  -0.462
C  3.911  -0.166  -0.713
N  2.802  -1.147  -1.088
C  3.231  -1.830  -2.340
C  4.552  -2.601  -2.158
C  4.397  -4.068  -2.497
C  5.421  -4.933  -2.432
H  2.812  -0.844  1.618
H  1.394  -2.231  2.939
H  -0.020  -2.157  -0.496
H  -2.121  -0.866  -0.866
H  2.216  0.418  2.980
H  3.451  2.698  5.404
H  2.866  1.042  5.021
H  3.634  2.042  3.739
H  -0.539  3.690  3.685
H  -2.098  2.744  1.956
H  4.285  -2.691  1.320
H  3.807  -3.958  0.166
H  6.022  -2.927  -0.546
H  5.553  -0.679  0.570
H  5.999  -0.453  -1.130
H  3.588  0.421  0.159
H  4.011  0.527  -1.561
H  2.414  -2.490  -2.659
H  3.371  -1.058  -3.108
H  5.301  -2.145  -2.828
H  3.398  -4.371  -2.843
H  5.294  -5.979  -2.713
H  6.424  -4.606  -2.142

Atom charges from the Löwdin analysis, given in e for atoms 1 to 8: atom 1 (F): 0.070, atom 2 (C): -0.191, atom 3 (C): 0.143, atom 4 (C): -0.194, atom 5 (F): 0.071, atom 6 (C): 0.094, atom 7 (C): -0.155, atom 8 (C): 0.139


[2]
Below is C33H31GeN2O4W as an isolated structure, with properties calculated with wB97M-V/def2-TZVPD.

Results
Kohn-Sham gap: 4.99 eV
net charge: +3
total energy: -104207.5593 eV

CARTESIAN COORDINATES (ANGSTROEM)
W  -2.163  -0.241  -1.723
C  -1.358  3.414  0.309
C  -2.009  2.098  0.152
O  -1.943  1.569  -1.047
C  -2.633  1.427  1.202
C  -3.128  0.140  1.073
C  -3.387  -0.719  2.252
N  -3.347  -0.308  -0.196
N  -3.143  -1.682  -0.539
C  -1.814  -2.060  -0.225
O  -0.990  -1.057  -0.272
C  -1.442  -3.391  0.000
C  -2.439  -4.360  0.256
C  -2.060  -5.638  0.593
C  -0.703  -5.960  0.662
C  0.288  -5.012  0.388
C  -0.071  -3.728  0.063
H  -0.591  3.558  -0.448
H  -0.934  3.513  1.308
H  -2.105  4.208  0.198
H  -2.597  1.874  2.186
H  -4.123  -0.234  2.900
H  -2.469  -0.804  2.839
H  -3.757  -1.705  1.983
H  -3.485  -4.093  0.197
H  -2.808  -6.388  0.811
H  -0.409  -6.965  0.937
H  1.332  -5.289  0.446
H  0.682  -2.978  -0.138
O  -1.331  -1.654  -2.901
C  -0.292  -0.888  -3.078
O  -0.357  0.206  -2.372
C  0.588  -0.993  -4.218
C  -0.174  0.103  -5.087
Ge  -2.172  0.015  -5.101
C  -2.522  -1.607  -6.071
C  -2.926  -2.847  -5.582
C  -3.060  -3.923  -6.449
C  -2.772  -3.770  -7.798
C  -2.347  -2.543  -8.287
C  -2.227  -1.457  -7.430
C  -2.667  1.660  -5.968
C  -3.557  1.683  -7.041
C  -3.831  2.884  -7.682
C  -3.247  4.062  -7.236
C  -2.376  4.050  -6.151
C  -2.084  2.851  -5.519
C  -3.486  0.270  -3.365
C  -3.931  1.552  -2.967
C  -5.133  1.705  -2.290
C  -5.918  0.596  -1.987
C  -5.511  -0.676  -2.367
C  -4.291  -0.858  -3.020
H  0.548  -1.979  -4.672
H  1.606  -0.682  -3.993
H  0.033  -0.061  -6.145
H  0.174  1.091  -4.799
H  -3.111  -3.011  -4.528
H  -3.385  -4.883  -6.070
H  -2.876  -4.612  -8.469
H  -2.109  -2.428  -9.336
H  -1.916  -0.498  -7.832
H  -4.029  0.770  -7.386
H  -4.501  2.897  -8.531
H  -3.468  4.996  -7.736
H  -1.920  4.970  -5.810
H  -1.378  2.850  -4.693
H  -3.382  2.423  -3.303
H  -5.483  2.700  -2.044
H  -6.873  0.730  -1.494
H  -6.157  -1.529  -2.204
H  -4.050  -1.827  -3.430

Atom charges from the Löwdin analysis, given in e for atoms 1 to 8: atom 1 (W): 1.988, atom 2 (C): 0.049, atom 3 (C): -0.285, atom 4 (O): -0.155, atom 5 (C): 0.070, atom 6 (C): -0.230, atom 7 (C): 0.045, atom 8 (N): -0.097


[3]
Below is C33H31I2MoN2 as an isolated structure, with properties calculated with wB97M-V/def2-TZVPD.

Results
relative energy (zero: lowest compared OMol25 entry of this formula, charge and spin): 1.733 eV
multiplicity: 3
Kohn-Sham gap (spin up / spin down): 5.43 / 5.57 eV
net charge: +3
total energy: -55733.1762 eV

CARTESIAN COORDINATES (ANGSTROEM)
Mo  0.172  0.175  0.393
C  -0.973  -2.880  -2.660
C  0.091  -2.132  -1.954
C  0.178  -2.213  -0.543
C  1.347  -1.774  0.129
C  1.908  -2.567  1.273
C  2.140  -0.807  -0.582
C  2.152  -0.837  -2.020
C  3.297  -0.300  -2.797
C  1.120  -1.499  -2.666
H  -0.597  -3.890  -2.859
H  -1.228  -2.450  -3.627
H  -1.864  -2.987  -2.047
H  -0.458  -2.948  -0.048
H  2.374  -3.461  0.844
H  1.133  -2.917  1.955
H  2.681  -2.033  1.828
H  3.085  -0.519  -0.113
H  3.351  -0.781  -3.772
H  4.242  -0.464  -2.280
H  3.214  0.776  -2.964
H  1.148  -1.578  -3.744
I  -3.500  3.055  4.020
C  -1.695  3.157  2.939
C  -0.913  4.313  2.868
C  0.249  4.274  2.111
C  0.586  3.111  1.432
N  -0.171  2.007  1.479
C  -1.275  2.030  2.240
H  -1.205  5.218  3.384
H  0.882  5.143  2.025
H  1.471  3.072  0.801
H  -1.873  1.121  2.287
I  3.900  0.962  4.888
C  2.082  0.136  4.221
C  1.178  -0.502  5.076
C  0.024  -1.048  4.537
C  -0.220  -0.922  3.181
N  0.628  -0.295  2.360
C  1.751  0.220  2.871
H  1.370  -0.579  6.134
H  -0.693  -1.553  5.164
H  -1.118  -1.345  2.732
H  2.417  0.734  2.180
C  -6.087  2.988  -0.896
C  -5.073  2.889  -1.852
C  -4.035  2.005  -1.671
C  -3.983  1.209  -0.509
C  -5.054  1.266  0.414
C  -6.082  2.160  0.228
C  -2.853  0.395  -0.166
C  -1.570  0.508  -0.588
C  -0.973  1.433  -1.564
C  -0.559  0.999  -2.841
C  -0.051  1.890  -3.769
C  0.042  3.242  -3.466
C  -0.423  3.704  -2.238
C  -0.928  2.825  -1.301
H  -6.890  3.694  -1.042
H  -5.109  3.502  -2.738
H  -3.278  1.886  -2.431
H  -5.044  0.616  1.279
H  -6.886  2.223  0.947
H  -3.056  -0.347  0.612
H  -0.730  -0.027  -3.128
H  0.259  1.533  -4.741
H  0.412  3.937  -4.205
H  -0.403  4.761  -2.016
H  -1.388  3.218  -0.401

Atom charges from the Löwdin analysis, given in e for atoms 1 to 8: atom 1 (Mo): 1.649, atom 2 (C): 0.005, atom 3 (C): -0.232, atom 4 (C): -0.061, atom 5 (C): -0.421, atom 6 (C): -0.011, atom 7 (C): -0.099, atom 8 (C): -0.210